67
Properties=species:S:1:pos:R:3:lowdin_charge:R:1 method="wB97M-V/def2-TZVPD" charge=0 e_tot_ev=-72322.81208 lumo_energy_ha=0.01518 homo_ev=-5.62
O -2.23 3.36 -0.60 0.0114
C -2.41 2.56 -1.53 -0.1771
C -3.46 1.57 -1.83 -0.1794
C -3.82 0.43 -1.08 -0.0258
H -3.08 -0.14 -0.49 0.0827
C -5.17 0.08 -1.13 -0.0724
H -5.52 -0.60 -0.36 0.1068
C -6.01 0.70 -2.04 -0.0879
H -7.07 0.48 -2.00 0.0985
C -5.53 1.60 -3.00 -0.0794
H -6.19 2.08 -3.70 0.1013
C -4.21 1.98 -2.95 -0.0348
H -3.75 2.68 -3.65 0.1243
H -1.61 2.40 -2.28 0.1091
C 0.40 1.08 -3.36 -0.1627
C -0.05 -0.03 -2.49 -0.4622
H -0.30 1.15 -4.26 0.0890
H 1.45 0.78 -3.71 0.0815
H 0.38 2.10 -2.93 0.0501
C -1.08 -0.78 -2.88 -0.2415
C -0.89 -1.52 -4.20 -0.0993
H -2.06 -0.86 -2.41 0.0760
H -1.68 -1.27 -4.93 0.0658
H -0.87 -2.60 -3.99 0.0756
H 0.12 -1.21 -4.57 0.0719
Sc 0.71 -0.69 -0.66 0.6588
Cl 2.15 -1.94 -2.11 0.0427
C 1.58 -2.54 1.09 -0.3185
O 1.57 -1.28 1.06 -0.1306
N 2.50 -3.22 1.73 -0.1599
C 3.60 -2.47 2.31 -0.0090
C 2.56 -4.66 1.62 -0.0148
H 0.85 -3.19 0.59 0.1304
H 3.32 -1.40 2.31 0.1010
H 4.50 -2.64 1.70 0.1075
H 3.73 -2.82 3.34 0.0949
H 1.60 -5.01 1.24 0.0970
H 2.70 -5.08 2.61 0.0931
H 3.36 -4.96 0.93 0.1022
H -3.68 2.53 2.98 0.0903
H -2.47 0.71 4.34 0.0901
C -3.44 1.94 2.08 -0.0574
C -2.33 0.16 3.40 -0.0454
N -2.28 1.08 2.28 -0.1858
H -3.23 2.63 1.24 0.0662
C -1.07 1.49 1.79 -0.2692
O -0.15 0.76 1.41 -0.0092
H -1.40 -0.42 3.42 0.0878
H -0.97 2.59 1.74 0.1398
H -4.31 1.33 1.81 0.0901
H -3.18 -0.51 3.24 0.0899
H 4.63 2.99 -0.18 0.0971
H 3.18 4.95 0.65 0.0943
C 3.89 2.86 -0.98 -0.0131
C 2.47 4.70 -0.14 -0.0372
N 2.59 3.29 -0.49 -0.1642
H 3.83 1.83 -1.32 0.0945
C 1.59 2.42 -0.28 -0.2129
O 1.69 1.18 -0.51 -0.1105
H 1.44 4.94 0.18 0.0958
H 0.64 2.87 0.08 0.1414
H 4.20 3.49 -1.81 0.0945
H 2.71 5.35 -1.00 0.0934
O -1.24 -2.53 1.63 -0.0308
C -1.82 -1.90 0.73 -0.4663
O -1.26 -1.27 -0.26 -0.2105
H -2.94 -1.84 0.70 0.1308

65
Properties=species:S:1:pos:R:3:lowdin_charge:R:1 method="wB97M-V/def2-TZVPD" charge=+2 de_lowest_ev=2.162 e_tot_ev=-40414.78672 lumo_energy_ha=-0.25154 homo_ev=-13.35
C 12.24 38.46 12.29 0.0121
C 11.03 39.35 12.23 -0.2555
O 10.09 39.00 13.02 0.1315
N 11.01 40.55 11.17 0.0606
H 12.11 40.88 10.94 0.2315
H 10.47 40.11 10.37 0.0730
C 10.45 41.87 11.72 -0.0022
H 12.09 37.57 12.78 0.0736
H 13.11 38.87 12.59 0.0485
H 12.56 37.96 11.26 0.1357
H 10.54 42.78 11.15 0.0893
H 10.89 42.23 12.60 0.0837
H 9.35 41.73 11.97 0.1140
C 9.53 37.44 5.96 -0.0118
C 8.59 37.04 7.09 -0.4290
O 7.43 37.25 6.88 0.1691
N 9.16 36.94 8.47 0.0547
H 10.09 36.18 8.48 0.2774
H 9.57 37.96 8.60 0.0668
C 8.14 36.53 9.55 0.0708
H 10.45 36.72 5.74 0.1203
H 10.12 38.56 6.10 0.1438
H 8.97 37.67 5.05 0.0780
H 7.63 35.79 9.54 0.0179
H 7.51 37.33 9.74 0.0937
H 8.72 36.48 10.32 0.0493
C 10.70 42.53 7.74 0.0349
C 11.80 41.68 7.38 -0.3895
O 12.60 41.95 6.53 0.1928
N 12.10 40.40 8.11 0.0541
H 12.60 40.72 9.04 0.1921
H 11.32 39.95 8.44 0.0079
C 13.08 39.38 7.60 0.0406
H 9.98 42.24 8.46 0.0638
H 10.20 42.84 6.85 0.1166
H 11.17 43.40 8.17 0.1208
H 12.70 39.26 6.74 0.0070
H 12.79 38.47 8.21 0.1149
H 14.28 39.61 7.83 0.1989
O 9.74 39.45 8.94 -0.3929
H 8.79 39.86 8.66 0.0730
F 5.56 38.87 12.14 0.0511
C 5.57 40.18 12.43 -0.3469
C 4.92 40.48 13.59 -0.0109
C 4.86 41.83 13.96 -0.0359
C 5.72 42.80 13.32 -0.0565
C 6.46 42.44 12.18 -0.0506
C 6.41 41.01 11.78 -0.0112
H 4.38 39.76 14.15 0.1180
H 4.22 42.04 14.86 0.1261
H 5.84 43.93 13.49 0.1281
H 6.88 43.02 11.56 0.0063
H 6.93 40.56 10.87 0.1082
F 7.71 41.14 7.54 -0.0175
C 6.41 41.00 7.16 -0.2806
C 5.57 40.12 7.88 -0.0238
C 4.24 40.02 7.41 -0.0530
C 3.89 40.80 6.26 -0.0715
C 4.85 41.52 5.50 -0.0883
C 6.12 41.69 5.99 -0.0334
H 5.96 39.66 8.69 0.0519
H 3.46 39.59 8.17 0.1481
H 2.81 40.73 5.97 0.1217
H 4.37 42.05 4.72 0.1018
H 6.88 42.46 5.38 0.1868

60
Properties=species:S:1:pos:R:3:lowdin_charge:R:1 method="wB97M-V/def2-TZVPD" charge=0 de_lowest_ev=2.117 e_tot_ev=-49079.31207 lumo_energy_ha=0.00883 homo_ev=-6.69
P 0.80 -1.64 -1.39 0.9071
P 1.28 1.70 -0.83 0.8226
C 1.10 -0.35 -2.76 -0.4019
C 1.99 0.80 -2.27 -0.4292
H 0.05 -0.03 -2.97 0.0682
H 1.48 -0.84 -3.69 0.0899
H 2.97 0.37 -2.02 0.0819
H 2.11 1.52 -3.09 0.0830
C 0.38 3.06 -1.63 -0.2428
H 0.09 3.80 -0.87 0.0629
H -0.53 2.74 -2.14 0.0246
H 1.04 3.54 -2.35 0.0483
C 2.79 2.60 -0.12 -0.2622
H 2.66 3.49 -0.79 0.0538
H 3.77 2.13 -0.25 0.0601
H 2.68 2.84 0.95 0.0239
C -0.17 -2.68 -2.62 -0.2894
H -0.32 -3.69 -2.25 0.0407
H 0.37 -2.80 -3.57 0.0390
H -1.17 -2.29 -2.87 0.0318
C 2.23 -2.76 -1.45 -0.2938
H 3.15 -2.21 -1.27 0.0226
H 2.28 -3.30 -2.38 0.0354
H 2.07 -3.46 -0.64 0.0462
Mg 2.24 0.34 0.78 0.4839
C -2.33 0.60 -1.24 -0.1019
C -3.14 -0.06 -2.08 -0.1271
C -4.36 -0.83 -1.63 -0.1890
C -4.22 -1.86 -0.48 -0.2061
C -3.02 -2.71 -0.63 -0.1217
C -1.87 -2.42 0.02 -0.1316
C -1.53 -1.09 0.69 -0.2403
C -2.14 0.24 0.23 -0.1867
C 3.39 -1.07 1.75 -0.2384
H -1.98 1.59 -1.56 0.0743
H -3.14 0.18 -3.15 0.1035
H -4.65 -1.39 -2.54 0.1064
H -5.16 -0.09 -1.40 0.1282
H -4.28 -1.36 0.49 0.1070
H -5.13 -2.46 -0.64 0.1090
H -3.09 -3.52 -1.37 0.1106
H -1.06 -3.15 -0.04 0.0786
H -0.43 -1.05 0.58 0.0026
H -1.61 -1.21 1.79 0.1175
H -3.11 0.33 0.73 0.1058
H -1.51 1.02 0.69 0.0811
H 4.25 -0.57 2.22 -0.0261
H 3.72 -1.81 1.01 -0.0723
H 2.76 -1.52 2.52 -0.0277
F -0.39 2.44 6.39 0.0198
C 0.23 2.19 5.20 -0.3036
C 1.50 2.70 4.97 -0.0282
C 2.15 2.39 3.75 -0.1403
C 1.53 1.52 2.86 -0.2210
C 0.26 1.07 3.08 -0.1698
C -0.41 1.39 4.28 -0.0279
H 1.96 3.30 5.72 0.0948
H 3.09 2.88 3.53 0.0740
H -0.27 0.47 2.33 0.0398
H -1.39 0.99 4.48 0.1003

What is the charge in the second record?
+2

Please write out number 2 again, unchanged.
65
Properties=species:S:1:pos:R:3:lowdin_charge:R:1 method="wB97M-V/def2-TZVPD" charge=+2 de_lowest_ev=2.162 e_tot_ev=-40414.78672 lumo_energy_ha=-0.25154 homo_ev=-13.35
C 12.24 38.46 12.29 0.0121
C 11.03 39.35 12.23 -0.2555
O 10.09 39.00 13.02 0.1315
N 11.01 40.55 11.17 0.0606
H 12.11 40.88 10.94 0.2315
H 10.47 40.11 10.37 0.0730
C 10.45 41.87 11.72 -0.0022
H 12.09 37.57 12.78 0.0736
H 13.11 38.87 12.59 0.0485
H 12.56 37.96 11.26 0.1357
H 10.54 42.78 11.15 0.0893
H 10.89 42.23 12.60 0.0837
H 9.35 41.73 11.97 0.1140
C 9.53 37.44 5.96 -0.0118
C 8.59 37.04 7.09 -0.4290
O 7.43 37.25 6.88 0.1691
N 9.16 36.94 8.47 0.0547
H 10.09 36.18 8.48 0.2774
H 9.57 37.96 8.60 0.0668
C 8.14 36.53 9.55 0.0708
H 10.45 36.72 5.74 0.1203
H 10.12 38.56 6.10 0.1438
H 8.97 37.67 5.05 0.0780
H 7.63 35.79 9.54 0.0179
H 7.51 37.33 9.74 0.0937
H 8.72 36.48 10.32 0.0493
C 10.70 42.53 7.74 0.0349
C 11.80 41.68 7.38 -0.3895
O 12.60 41.95 6.53 0.1928
N 12.10 40.40 8.11 0.0541
H 12.60 40.72 9.04 0.1921
H 11.32 39.95 8.44 0.0079
C 13.08 39.38 7.60 0.0406
H 9.98 42.24 8.46 0.0638
H 10.20 42.84 6.85 0.1166
H 11.17 43.40 8.17 0.1208
H 12.70 39.26 6.74 0.0070
H 12.79 38.47 8.21 0.1149
H 14.28 39.61 7.83 0.1989
O 9.74 39.45 8.94 -0.3929
H 8.79 39.86 8.66 0.0730
F 5.56 38.87 12.14 0.0511
C 5.57 40.18 12.43 -0.3469
C 4.92 40.48 13.59 -0.0109
C 4.86 41.83 13.96 -0.0359
C 5.72 42.80 13.32 -0.0565
C 6.46 42.44 12.18 -0.0506
C 6.41 41.01 11.78 -0.0112
H 4.38 39.76 14.15 0.1180
H 4.22 42.04 14.86 0.1261
H 5.84 43.93 13.49 0.1281
H 6.88 43.02 11.56 0.0063
H 6.93 40.56 10.87 0.1082
F 7.71 41.14 7.54 -0.0175
C 6.41 41.00 7.16 -0.2806
C 5.57 40.12 7.88 -0.0238
C 4.24 40.02 7.41 -0.0530
C 3.89 40.80 6.26 -0.0715
C 4.85 41.52 5.50 -0.0883
C 6.12 41.69 5.99 -0.0334
H 5.96 39.66 8.69 0.0519
H 3.46 39.59 8.17 0.1481
H 2.81 40.73 5.97 0.1217
H 4.37 42.05 4.72 0.1018
H 6.88 42.46 5.38 0.1868

What is the charge in the first record?
0